Formula: C3H4N4O2
Source: OMol25
Level of theory: wB97M-V/def2-TZVPD

Structure (XYZ):
```
13
Properties=species:S:1:pos:R:3:forces:R:3
N 1.649 1.115 0.334 2.70 1.81 0.47
C 0.427 0.572 0.190 -0.46 -0.19 -1.42
N -0.583 1.274 -0.393 1.90 0.97 0.73
N -1.638 0.483 -0.609 -1.44 1.13 -1.08
C -1.306 -0.731 -0.219 2.02 0.79 0.15
N -1.962 -1.921 -0.519 -0.13 -1.39 0.09
O -3.147 -1.926 -0.682 -0.42 0.56 -0.08
C 0.059 -0.747 0.218 -0.34 0.35 1.38
O 0.849 -1.690 0.851 -2.34 -0.36 -0.13
H 2.382 0.684 0.905 -0.89 0.37 -0.34
H 1.870 2.091 0.032 -0.51 -1.57 0.53
H -0.310 2.285 -0.679 -2.11 -2.45 0.23
H 1.711 -1.487 0.569 2.01 -0.02 -0.53
```
Positions in Å, forces in eV/Å.

Values from the calculation:
* Kohn-Sham gap (spin up / spin down): 8.2 / 8.2 eV
* HOMO (spin up / spin down): -8.330 / -8.330 eV
* net charge: 0
* max |F|: 0.064 hartree/bohr
* SMILES: Nc1[nH]nc(N=O)c1O

Löwdin charges, unit e, in atom order: number 1, N, carries 0.1179; number 2, C, carries -0.3508; number 3, N, carries 0.0305; number 4, N, carries 0.0935; number 5, C, carries -0.2893; number 6, N, carries -0.0013; number 7, O, carries 0.0203; number 8, C, carries -0.1947; number 9, O, carries 0.0713; number 10, H, carries 0.1093; number 11, H, carries 0.1212; number 12, H, carries 0.2100; number 13, H, carries 0.0621

Formula: C3H4N4O5
Source: OMol25
Level of theory: wB97M-V/def2-TZVPD

Structure (XYZ):
```
16
Properties=species:S:1:pos:R:3:forces:R:3
C 0.776 1.561 1.271 -0.63 1.12 1.67
C 0.082 -0.874 1.093 -2.24 -0.78 0.51
C 0.705 -0.585 -0.254 -1.46 -0.27 -2.77
N 0.727 0.319 0.824 1.12 1.25 0.22
N -0.642 3.050 0.022 0.62 -1.48 0.26
N 0.555 3.488 -0.022 -1.93 -0.66 0.17
N -1.784 3.787 -0.342 0.69 1.58 -1.89
O 0.411 2.006 2.345 1.03 -0.93 -2.16
O 1.422 2.434 0.259 -0.38 -0.42 0.74
O 1.030 4.547 -0.213 0.35 0.96 -0.40
O -2.620 3.907 0.493 -0.31 -0.13 0.78
O -1.860 4.126 -1.513 0.28 -0.25 0.73
H -0.995 -0.842 1.418 0.92 0.18 -1.18
H 0.559 -1.653 1.620 0.98 -0.45 0.93
H 1.656 -1.105 -0.429 -0.43 0.27 -0.08
H 0.051 -0.427 -1.237 1.40 0.01 2.47
```
Positions in Å, forces in eV/Å.

Values from the calculation:
* Kohn-Sham gap: 10.0 eV
* HOMO: -10.659 eV
* net charge: 0
* max |F|: 0.061 hartree/bohr

Löwdin charges, unit e, in atom order: number 1, C, carries -0.4388; number 2, C, carries -0.0792; number 3, C, carries -0.0593; number 4, N, carries -0.0281; number 5, N, carries 0.1814; number 6, N, carries -0.2890; number 7, N, carries -0.4146; number 8, O, carries 0.1208; number 9, O, carries 0.0926; number 10, O, carries 0.1699; number 11, O, carries 0.1318; number 12, O, carries 0.0923; number 13, H, carries 0.1474; number 14, H, carries 0.0953; number 15, H, carries 0.1148; number 16, H, carries 0.1627

Formula: C3H4N4OS
Source: OMol25
Level of theory: wB97M-V/def2-TZVPD

Structure (XYZ):
```
13
Properties=species:S:1:pos:R:3:forces:R:3
S 1.640 -1.764 0.428 1.69 -1.60 0.31
N 0.049 -1.478 0.258 -3.87 1.97 -0.28
C -1.128 -1.895 0.841 2.26 -2.90 -0.59
N -2.181 -1.229 0.396 -0.77 0.15 1.27
C -1.730 -0.253 -0.332 2.86 -2.21 0.03
N -0.374 -0.386 -0.512 -0.54 -0.11 0.16
H -1.116 -2.939 1.329 -0.12 2.25 -0.48
H -2.348 0.428 -0.763 -1.22 2.04 -1.41
H 0.282 0.018 -1.211 -0.58 -0.31 1.08
N 2.166 1.299 0.159 2.43 -1.02 -1.84
C 3.028 0.444 0.143 1.27 0.96 -0.95
O 4.041 -0.103 -0.136 -1.55 0.31 0.83
H 1.460 1.644 0.694 -1.85 0.48 1.85
```
Positions in Å, forces in eV/Å.

Values from the calculation:
* Kohn-Sham gap (spin up / spin down): 8.0 / 8.0 eV
* HOMO (spin up / spin down): -8.035 / -8.034 eV
* net charge: 0
* max |F|: 0.085 hartree/bohr
* SMILES: [S-][n+]1cnc[nH]1.N=C=O

Löwdin charges, unit e, in atom order: number 1, S, carries 0.6416; number 2, N, carries -0.5933; number 3, C, carries -0.1683; number 4, N, carries 0.0757; number 5, C, carries -0.1390; number 6, N, carries 0.0663; number 7, H, carries 0.1583; number 8, H, carries 0.0942; number 9, H, carries 0.1641; number 10, N, carries 0.1645; number 11, C, carries -0.5691; number 12, O, carries 0.0734; number 13, H, carries 0.0316

Formula: C3H4N5O
Source: OMol25
Level of theory: wB97M-V/def2-TZVPD

Structure (XYZ):
```
13
Properties=species:S:1:pos:R:3:forces:R:3
C -0.854 0.053 0.073 -2.93 -0.67 0.47
C 0.955 -1.416 0.369 2.14 0.72 -1.39
C 1.380 0.950 -0.340 0.73 -0.11 1.29
N -1.717 -0.972 -0.079 1.10 -0.31 -0.55
N -1.562 1.192 0.236 2.35 0.36 -0.40
N -2.921 -0.445 -0.094 -0.25 0.77 0.31
N -2.822 0.864 0.081 -0.71 -0.79 0.11
N 0.526 -0.197 0.049 -0.99 2.30 0.30
O 2.087 -1.737 0.048 0.97 -0.82 0.41
H 0.291 -2.076 0.848 -1.24 -0.68 0.63
H 1.948 1.386 0.631 -0.91 -1.19 -2.40
H 2.057 0.695 -1.220 -0.70 0.35 1.43
H 0.632 1.704 -0.602 0.44 0.08 -0.20
```
Positions in Å, forces in eV/Å.

Values from the calculation:
* Kohn-Sham gap: 8.1 eV
* HOMO: -4.367 eV
* net charge: -1
* max |F|: 0.059 hartree/bohr

Löwdin charges, unit e, in atom order: number 1, C, carries -0.4688; number 2, C, carries -0.3517; number 3, C, carries -0.0430; number 4, N, carries -0.0326; number 5, N, carries -0.0398; number 6, N, carries -0.1574; number 7, N, carries -0.1678; number 8, N, carries -0.0853; number 9, O, carries -0.0246; number 10, H, carries 0.1051; number 11, H, carries 0.1246; number 12, H, carries 0.0924; number 13, H, carries 0.0488

Formula: C3H4N5O4
Source: OMol25
Level of theory: wB97M-V/def2-TZVPD

Structure (XYZ):
```
16
Properties=species:S:1:pos:R:3:forces:R:3
C 1.975 -0.176 0.575 -0.47 -0.47 -2.74
C 0.216 -1.690 0.469 -0.86 -0.36 -0.52
C -1.315 0.978 -1.105 0.23 0.24 -0.60
N 1.070 -0.953 -0.037 1.90 1.26 -1.02
N 1.926 -0.276 1.898 4.27 3.25 -0.76
N -1.986 0.832 -2.252 -1.91 -0.55 0.02
N -0.407 1.451 -0.515 -4.95 -1.97 -3.56
N 1.038 -0.862 2.483 -3.84 -3.17 2.53
O -3.261 0.361 -2.060 0.59 -0.31 4.61
O -1.728 1.222 -3.360 1.63 0.94 -1.85
O -0.673 -2.401 0.548 -0.19 -0.32 0.55
O 0.327 1.651 0.328 4.78 1.86 4.25
H 2.782 0.431 -0.033 -1.82 -1.39 1.69
H 2.651 0.217 2.373 0.82 0.50 0.77
H 1.167 -0.996 3.499 0.13 0.49 -0.58
H -3.781 0.211 -2.811 -0.31 0.02 -2.79
```
Positions in Å, forces in eV/Å.

Values from the calculation:
* Kohn-Sham gap (spin up / spin down): 9.4 / 4.7 eV
* HOMO (spin up / spin down): -13.939 / -11.655 eV
* net charge: +1
* max |F|: 0.130 hartree/bohr

Löwdin charges, unit e, in atom order: number 1, C, carries -0.0506; number 2, C, carries -0.2697; number 3, C, carries 0.0830; number 4, N, carries 0.1677; number 5, N, carries -0.0394; number 6, N, carries -0.2903; number 7, N, carries -0.0508; number 8, N, carries 0.1968; number 9, O, carries 0.1116; number 10, O, carries 0.1148; number 11, O, carries 0.2917; number 12, O, carries 0.0789; number 13, H, carries 0.2132; number 14, H, carries 0.1835; number 15, H, carries 0.1536; number 16, H, carries 0.1060

Formula: C3H4N6O4
Source: OMol25
Level of theory: wB97M-V/def2-TZVPD

Structure (XYZ):
```
17
Properties=species:S:1:pos:R:3:forces:R:3
C 2.812 -0.692 0.031 -2.83 0.44 0.34
C 3.326 0.582 0.084 -2.21 -0.05 0.01
C 0.724 0.490 0.219 0.28 -2.34 -0.83
N 2.645 1.682 0.294 2.80 0.34 -0.11
N 1.315 1.626 0.403 -1.05 2.90 -0.41
N -1.010 -1.138 -0.201 -1.74 3.38 0.02
N -0.585 0.202 0.175 0.35 -1.17 0.41
N 2.810 -2.073 -0.144 -0.57 -0.11 0.76
N 4.748 0.830 -0.059 0.25 0.39 0.35
O 3.827 -2.744 0.127 -1.28 1.42 -0.70
O 5.303 0.488 -1.085 -0.01 0.26 0.83
O 1.685 -2.552 -0.423 1.60 0.25 0.00
O 5.174 1.389 0.932 1.09 -0.24 -0.80
H 0.942 2.691 0.364 0.52 -3.54 0.24
H -0.552 -1.471 -0.989 1.27 -0.22 -1.59
H -0.880 -1.742 0.533 0.63 -1.58 2.09
H -1.331 0.671 0.717 0.91 -0.13 -0.61
```
Positions in Å, forces in eV/Å.

Values from the calculation:
* Kohn-Sham gap (spin up / spin down): 7.2 / 7.2 eV
* HOMO (spin up / spin down): -8.869 / -8.868 eV
* net charge: 0
* max |F|: 0.074 hartree/bohr

Löwdin charges, unit e, in atom order: number 1, C, carries 0.2072; number 2, C, carries -0.2781; number 3, C, carries -0.0565; number 4, N, carries 0.0610; number 5, N, carries -0.0194; number 6, N, carries 0.0691; number 7, N, carries -0.0222; number 8, N, carries -0.4119; number 9, N, carries -0.3490; number 10, O, carries 0.0673; number 11, O, carries 0.1217; number 12, O, carries 0.0040; number 13, O, carries 0.1163; number 14, H, carries 0.2398; number 15, H, carries 0.0473; number 16, H, carries 0.0460; number 17, H, carries 0.1574

Formula: C3H4N8S
Source: OMol25
Level of theory: wB97M-V/def2-TZVPD

Structure (XYZ):
```
16
Properties=species:S:1:pos:R:3:forces:R:3
C 0.174 1.223 0.035 3.84 -1.31 -0.28
C -1.165 -1.406 -0.042 1.73 1.43 -0.68
C 1.451 -1.065 -0.331 0.17 -0.95 0.34
N 0.826 2.402 0.206 -4.48 4.26 2.73
N 2.116 2.256 0.218 0.61 3.02 0.50
N 2.325 1.093 0.001 3.55 -4.51 -0.75
N -1.938 -0.263 -0.117 -0.62 -2.71 0.30
N -1.867 -2.397 0.369 -0.83 -0.08 0.51
N -3.269 -0.711 0.261 -0.75 2.34 0.62
N -3.148 -1.891 0.570 -0.73 -0.73 -0.47
N 1.222 0.342 -0.161 -0.49 2.53 1.23
S -1.364 1.275 -0.440 -4.08 -0.25 -0.86
H 2.458 -1.354 -0.012 -0.25 0.55 -0.08
H 0.545 -1.581 0.092 0.61 0.28 0.16
H 1.255 -1.264 -1.351 0.25 -0.46 -1.23
H 0.379 3.341 0.703 1.46 -3.40 -2.04
```
Positions in Å, forces in eV/Å.

Values from the calculation:
* Kohn-Sham gap: 7.0 eV
* HOMO: -7.926 eV
* net charge: 0
* max |F|: 0.131 hartree/bohr

Löwdin charges, unit e, in atom order: number 1, C, carries -0.5767; number 2, C, carries -0.3311; number 3, C, carries -0.0585; number 4, N, carries -0.0062; number 5, N, carries 0.0194; number 6, N, carries 0.0451; number 7, N, carries -0.4399; number 8, N, carries -0.0253; number 9, N, carries -0.0327; number 10, N, carries -0.0853; number 11, N, carries -0.0648; number 12, S, carries 1.0976; number 13, H, carries 0.1006; number 14, H, carries 0.0212; number 15, H, carries 0.0791; number 16, H, carries 0.2576

Formula: C3H4NO
Source: OMol25
Level of theory: wB97M-V/def2-TZVPD

Structure (XYZ):
```
9
Properties=species:S:1:pos:R:3:forces:R:3
C 0.530 -1.286 0.869 1.04 -1.58 1.10
C -0.667 0.529 -0.308 -0.40 1.65 1.07
C 0.770 0.493 -0.163 -1.12 2.27 -3.27
N -0.220 -2.072 1.179 -1.24 -1.51 0.67
O 1.400 -0.417 0.453 0.88 0.86 -0.19
H -1.038 1.649 -0.329 0.57 -2.25 0.22
H -0.964 0.097 -1.254 0.25 -0.01 -1.06
H -1.107 -0.214 0.363 -0.69 0.97 0.34
H 1.297 1.222 -0.810 0.71 -0.41 1.13
```
Positions in Å, forces in eV/Å.

Values from the calculation:
* Kohn-Sham gap: 10.5 eV
* HOMO: -18.116 eV
* net charge: +1
* max |F|: 0.081 hartree/bohr

Löwdin charges, unit e, in atom order: number 1, C, carries -0.2727; number 2, C, carries 0.0312; number 3, C, carries 0.0374; number 4, N, carries 0.3144; number 5, O, carries 0.2589; number 6, H, carries 0.1905; number 7, H, carries 0.1508; number 8, H, carries 0.0924; number 9, H, carries 0.1971

Formula: C3H4NO
Source: OMol25
Level of theory: wB97M-V/def2-TZVPD

Structure (XYZ):
```
9
Properties=species:S:1:pos:R:3:forces:R:3
C 1.151 1.006 -0.440 2.73 0.94 -0.72
C -0.083 -0.738 0.216 3.59 -1.46 -0.35
C -0.947 0.399 0.062 -0.89 -0.13 0.18
N 1.187 -0.390 -0.097 -0.14 -0.68 0.12
O -0.038 1.414 -0.341 -1.21 0.43 0.11
H 2.284 -0.838 -0.198 -4.41 0.87 0.68
H -0.334 -1.746 0.513 -0.21 -0.06 0.06
H -1.730 0.227 -0.697 0.27 0.05 0.01
H -1.490 0.665 0.983 0.27 0.04 -0.08
```
Positions in Å, forces in eV/Å.

Values from the calculation:
* Kohn-Sham gap: 8.1 eV
* HOMO: -14.819 eV
* net charge: +1
* max |F|: 0.088 hartree/bohr

Löwdin charges, unit e, in atom order: number 1, C, carries -0.0161; number 2, C, carries 0.0938; number 3, C, carries -0.0811; number 4, N, carries 0.1252; number 5, O, carries 0.0364; number 6, H, carries 0.3024; number 7, H, carries 0.1647; number 8, H, carries 0.1883; number 9, H, carries 0.1863

Formula: C3H4NO
Source: OMol25
Level of theory: wB97M-V/def2-TZVPD

Structure (XYZ):
```
9
Properties=species:S:1:pos:R:3:forces:R:3
C 0.606 -1.490 0.044 0.29 -2.82 0.41
C -2.524 -0.357 0.124 1.86 0.54 -0.07
C -0.182 0.805 0.104 3.04 1.76 3.82
N 0.829 -0.223 0.002 -0.11 4.70 -0.11
O -1.539 0.294 0.053 -3.20 -0.73 -1.21
H 1.288 -2.240 -0.300 -0.18 -0.59 -0.07
H -0.270 1.505 1.101 0.42 -2.27 -1.96
H 0.136 1.476 -0.660 -1.32 0.79 -1.04
H 1.655 0.231 -0.468 -0.80 -1.37 0.21
```
Positions in Å, forces in eV/Å.

Values from the calculation:
* Kohn-Sham gap (spin up / spin down): 5.4 / 11.0 eV
* HOMO (spin up / spin down): -11.383 / -17.101 eV
* net charge: +1
* expectation value of S²: 2.01
* multiplicity: 3
* max |F|: 0.101 hartree/bohr

Löwdin charges, unit e, in atom order: number 1, C, carries 0.1278; number 2, C, carries 0.3954; number 3, C, carries -0.0976; number 4, N, carries -0.0713; number 5, O, carries 0.0269; number 6, H, carries 0.0705; number 7, H, carries 0.2177; number 8, H, carries 0.1404; number 9, H, carries 0.1901

Calculated energy above the lowest of the compared OMol25 structures with the same formula, charge and spin (kcal/mol), listed in the same order as above: 91.68, 14.00, 24.65, 0.00, 59.93, 99.67, 86.18, 68.34, 54.25, 87.09